No. 1
The following is a quantum chemistry calculation of an isolated molecule of C10H14N2, from the OMol25 dataset.

Computed properties:
- energy above the lowest of the compared OMol25 structures with the same formula, charge and spin (kJ/mol) = 446.69
- 2S+1 = 1
- E_LUMO (eV) = 0.72
- SMILES string = C=NN1C=CC=C(C)[C@]12C[C@@H]2C
- gap between HOMO and LUMO (eV) = 7.87

Element x y z (Å)
C: -3.069 -1.094 0.935
N: -2.056 -0.345 0.776
N: -0.823 -0.655 0.268
C: -0.667 -1.744 -0.544
C: 0.566 -2.124 -0.922
C: 1.758 -1.581 -0.377
C: 1.716 -0.422 0.377
C: 2.893 0.363 0.978
C: 0.162 0.308 0.280
C: -0.017 1.558 0.965
C: 0.091 1.567 -0.551
C: -1.197 1.639 -1.414
H: -3.894 -0.503 1.286
H: -3.057 -2.218 0.768
H: -1.683 -2.144 -0.718
H: 0.788 -3.010 -1.561
H: 2.710 -1.977 -0.713
H: 2.658 1.506 0.933
H: 3.715 0.052 0.290
H: 3.090 0.141 2.011
H: 0.715 1.899 1.580
H: -1.013 1.666 1.369
H: 0.997 2.061 -0.929
H: -1.128 1.007 -2.348
H: -1.152 2.676 -1.905
H: -2.105 1.376 -0.833

***

No. 2
The following is a quantum chemistry calculation of an isolated molecule of C10H14N2O, from the OMol25 dataset.

Computed properties:
- energy above the lowest of the compared OMol25 structures with the same formula, charge and spin (kJ/mol) = 241.35
- 2S+1 = 1
- E_LUMO (eV) = 0.83
- SMILES string = CN1c2cccnc2[C@@H](O)C1(C)C
- gap between HOMO and LUMO (eV) = 8.58

Element x y z (Å)
C: -0.277 -0.019 -2.325
N: 0.027 0.347 -0.963
C: -0.998 0.513 0.049
C: -2.356 0.796 -0.271
C: -3.137 0.968 0.926
C: -2.623 0.554 2.156
N: -1.354 0.190 2.294
C: -0.503 0.333 1.299
C: 0.930 -0.023 1.326
O: 1.271 -1.083 2.214
C: 1.311 -0.236 -0.215
C: 2.523 0.591 -0.644
C: 1.365 -1.655 -0.605
H: 0.578 0.099 -3.024
H: -0.528 -1.028 -2.299
H: -1.082 0.501 -2.711
H: -2.647 1.188 -1.165
H: -4.028 1.544 0.785
H: -3.065 0.619 3.115
H: 1.427 1.003 1.501
H: 0.778 -0.970 2.993
H: 2.886 0.276 -1.658
H: 3.348 0.262 0.069
H: 2.169 1.536 -0.666
H: 1.408 -1.927 -1.700
H: 0.389 -2.076 -0.297
H: 2.188 -2.301 -0.184

***

No. 3
The following is a quantum chemistry calculation of C10H14N2O6Rh as an isolated structure, from the OMol25 dataset.

Computed properties:
- energy above the lowest of the compared OMol25 structures with the same formula, charge and spin (kJ/mol) = 0.00
- net charge = +1
- 2S+1 = 1
- E_LUMO (eV) = -5.78
- gap between HOMO and LUMO (eV) = 7.46

Element x y z (Å)
Rh: -1.567 -0.449 -0.657
O: 0.080 2.951 -1.764
C: -0.048 1.800 -1.489
O: -1.132 1.392 -0.783
C: 1.002 0.732 -1.761
C: 1.283 -0.078 -0.491
C: 2.573 -0.872 -0.602
C: 2.193 -1.988 -1.611
C: 0.751 -1.656 -1.948
O: 0.270 -1.165 -0.615
C: 0.625 -0.390 -2.794
C: -0.773 -0.305 -3.410
O: -0.949 -0.102 -4.574
O: -1.767 -0.561 -2.559
H: 1.889 1.268 -2.090
H: 1.107 0.433 0.452
H: 2.856 -1.288 0.361
H: 3.384 -0.237 -0.953
H: 2.265 -2.973 -1.156
H: 2.807 -1.981 -2.509
H: 0.120 -2.488 -2.246
H: 1.330 -0.394 -3.622
C: -1.750 0.788 4.738
N: -1.774 -0.077 3.570
C: -1.638 0.339 2.312
N: -1.387 1.630 2.068
O: -1.739 -0.524 1.382
H: -1.918 0.178 5.619
H: -2.541 1.539 4.692
H: -0.781 1.278 4.845
H: -1.970 -1.059 3.677
H: -1.414 2.310 2.808
H: -1.388 1.950 1.109

***

No. 4
The following is a quantum chemistry calculation of an isolated ion of composition C10H14N3O and charge +1, from the OMol25 dataset.

Computed properties:
- energy above the lowest of the compared OMol25 structures with the same formula, charge and spin (kJ/mol) = 392.45
- net charge = +1
- 2S+1 = 1
- E_LUMO (eV) = -4.91
- SMILES string = [H]/N=C1\CC=CN(/C=C\O)\C1=[NH+]/C(=C)C
- gap between HOMO and LUMO (eV) = 7.26

Element x y z (Å)
H: 0.776 -2.613 2.622
N: 0.736 -1.839 1.977
C: -0.292 -1.491 1.376
C: -1.659 -2.113 1.600
C: -2.677 -1.627 0.612
C: -2.436 -0.628 -0.235
N: -1.237 -0.039 -0.353
C: -1.285 1.214 -1.028
C: -0.872 2.404 -0.556
O: -0.092 2.614 0.469
C: -0.116 -0.390 0.347
N: 1.148 0.013 0.298
C: 2.075 0.466 -0.662
C: 3.344 0.342 -0.284
C: 1.668 0.965 -2.039
H: -2.104 -1.944 2.539
H: -1.668 -3.229 1.403
H: -3.561 -2.094 0.844
H: -2.953 -0.156 -1.063
H: -1.656 1.234 -2.013
H: -1.089 3.411 -0.921
H: 0.090 1.732 0.972
H: 1.608 -0.427 1.147
H: 3.441 -0.073 0.724
H: 4.143 0.840 -0.841
H: 2.003 2.100 -2.090
H: 0.604 0.978 -1.980
H: 2.062 0.352 -2.864

***

No. 5
The following is a quantum chemistry calculation of C10H14N3O5Ti as an isolated structure, from the OMol25 dataset.

Computed properties:
- energy above the lowest of the compared OMol25 structures with the same formula, charge and spin (kJ/mol) = 0.00
- net charge = +3
- 2S+1 = 1
- E_LUMO (spin up / spin down) (eV) = -15.14 / -15.12
- gap between HOMO and LUMO (spin up / spin down) (eV) = 4.78 / 4.81

Element x y z (Å)
O: -0.525 4.670 -5.545
C: -0.197 4.623 -4.446
Ti: 0.165 0.110 -2.316
O: -1.138 2.706 -0.968
C: -0.673 1.892 -1.724
C: -0.457 -1.835 -3.157
O: -1.095 -2.686 -3.600
C: 2.267 0.102 -2.549
O: 3.432 0.004 -2.750
C: -1.749 0.563 -2.412
O: -2.920 0.535 -2.647
H: 0.330 1.956 -2.547
C: 1.632 1.239 0.852
N: 0.507 0.521 1.381
C: -0.154 1.209 2.468
C: 0.092 -0.646 0.848
N: -0.026 -0.847 -0.469
N: -0.360 -1.607 1.692
C: 0.069 -1.607 3.121
C: -0.916 -2.873 1.207
H: 2.400 1.265 1.647
H: 1.356 2.235 0.469
H: 2.061 0.655 0.037
H: -1.051 0.677 2.741
H: 0.522 1.219 3.322
H: -0.473 2.211 2.166
H: -0.331 -1.823 -0.540
H: -0.676 -1.056 3.737
H: 0.060 -2.652 3.462
H: 1.093 -1.170 3.250
H: -1.816 -2.680 0.624
H: -0.245 -3.455 0.552
H: -1.187 -3.456 2.094

***

No. 6
The following is a quantum chemistry calculation of an isolated ion of composition C10H14N4 and charge +2, from the OMol25 dataset.

Computed properties:
- energy above the lowest of the compared OMol25 structures with the same formula, charge and spin (kJ/mol) = 480.24
- net charge = +2
- 2S+1 = 1
- E_LUMO (eV) = -8.89
- SMILES string = C1=C[N+]1=CC1=N[C@@H]([NH2+]C2CCC2)N=C1
- gap between HOMO and LUMO (eV) = 7.88

Element x y z (Å)
C: -2.672 -0.361 -4.946
C: -2.901 0.205 -3.746
N: -1.666 -0.450 -3.994
C: -0.509 -0.803 -3.535
C: -0.201 -0.405 -2.196
N: -0.900 0.191 -1.281
C: -0.053 0.624 -0.222
N: -0.401 0.083 1.137
C: 0.349 0.801 2.226
C: 1.854 0.371 2.272
C: 1.629 -0.217 3.653
C: 0.169 0.191 3.543
N: 1.262 0.005 -0.505
C: 1.203 -0.531 -1.666
H: -3.000 -0.745 -5.872
H: -3.467 0.607 -2.918
H: 0.282 -1.204 -4.301
H: 0.237 1.641 -0.138
H: -1.392 0.162 1.335
H: -0.169 -0.886 1.016
H: 0.215 1.879 2.209
H: 2.708 1.158 2.337
H: 2.184 -0.480 1.664
H: 1.966 -1.219 3.828
H: 2.202 0.368 4.517
H: -0.584 -0.590 3.389
H: -0.296 0.824 4.302
H: 1.952 -1.216 -2.108